Entry 1:
An isolated ion of composition C2H4Br2N and charge +1. Source: the Open Molecules 2025 dataset; level of theory: wB97M-V/def2-TZVPD.

Values from the calculation:
- SMILES: Br[C@@H]1[NH2+][C@H]1Br
- ΔE to the lowest compared entry with this formula, charge and spin: 0.988 eV
- Frontier orbital gap: 10.98 eV
- E_HOMO: -15.340 eV
- Net charge: +1

XYZ file:
```
9
C2H4Br2N | the Open Molecules 2025 dataset | wB97M-V/def2-TZVPD
Br 2.367 -0.519 1.074
C 1.019 0.193 -0.088
N -0.382 0.164 0.316
C 0.223 -0.654 -1.017
Br -0.590 -0.144 -2.660
H 1.450 1.216 -0.357
H -0.333 -0.436 1.121
H -1.158 0.999 0.399
H 0.071 -1.681 -0.822
```

---

Entry 2:
C17H12AuF5N2O3 as an isolated structure. Source: the Open Molecules 2025 dataset; level of theory: wB97M-V/def2-TZVPD.

Values from the calculation:
- ΔE to the lowest compared entry with this formula, charge and spin: 0.002 eV
- Frontier orbital gap: 7.69 eV
- E_HOMO: -8.328 eV
- Net charge: 0

XYZ file:
```
40
C17H12AuF5N2O3 | the Open Molecules 2025 dataset | wB97M-V/def2-TZVPD
Au -0.229 -0.706 -0.339
C -4.237 -2.249 -0.828
O -4.910 -0.994 -0.723
C -4.285 0.189 -0.508
C -5.147 1.258 -0.345
C -4.693 2.547 -0.077
C -3.343 2.770 0.037
C -2.428 1.717 -0.145
C -1.039 2.076 0.048
N -0.058 1.253 0.002
N 1.249 1.661 0.258
C 2.049 0.628 0.262
O 1.697 -0.625 0.026
C 3.489 0.809 0.554
C 4.348 -0.284 0.493
C 5.696 -0.119 0.766
C 6.190 1.134 1.099
C 5.332 2.224 1.161
C 3.985 2.066 0.890
C -2.884 0.408 -0.463
O -2.118 -0.631 -0.795
H -5.041 -2.977 -0.906
H -3.639 -2.460 0.057
H -3.607 -2.298 -1.712
H -6.206 1.049 -0.421
H -5.401 3.353 0.054
H -2.962 3.755 0.271
H -0.793 3.111 0.278
H 3.951 -1.255 0.234
H 6.362 -0.970 0.716
H 7.243 1.262 1.310
H 5.715 3.202 1.422
H 3.308 2.907 0.937
F -0.936 -3.015 -1.750
C -0.380 -2.729 -0.546
F -1.208 -3.222 0.420
C 0.937 -3.525 -0.453
F 0.701 -4.833 -0.618
F 1.509 -3.354 0.740
F 1.786 -3.133 -1.407
```

---

Entry 3:
C38H77FIN5O15P3S as an isolated structure. Source: the Open Molecules 2025 dataset; level of theory: wB97M-V/def2-TZVPD.

Values from the calculation:
- Frontier orbital gap: 7.14 eV
- E_HOMO: -11.293 eV
- Net charge: +1

XYZ file:
```
141
C38H77FIN5O15P3S | the Open Molecules 2025 dataset | wB97M-V/def2-TZVPD
C -1.461 -3.353 -1.580
C -2.201 -2.677 -2.730
C -1.912 -3.386 -4.063
C -1.857 -2.470 -5.285
C -3.052 -1.514 -5.401
C -4.377 -2.247 -5.388
C -5.626 -1.360 -5.449
C -5.602 -0.219 -4.450
C -5.732 -0.711 -3.005
C -6.019 0.417 -2.017
C -5.238 0.282 -0.712
C -3.761 -0.021 -0.973
C -2.765 0.658 -0.028
C -1.650 -0.317 0.345
C -2.161 -1.337 1.361
N -1.885 -2.748 0.996
C -1.758 -3.479 2.038
C -1.381 -4.924 1.967
O -2.221 -5.755 2.076
N 0.001 -5.128 1.851
C 0.461 -6.172 0.994
O 1.575 -6.478 0.916
F -0.478 -6.693 0.261
C -2.022 -2.676 3.262
I -4.078 -2.713 3.807
C -1.454 -1.318 2.740
N -0.036 -1.684 2.571
C -1.725 -0.039 3.541
C -0.499 0.849 3.771
C -0.887 2.252 4.217
C 0.342 3.162 4.406
C 0.080 4.630 4.023
C 0.877 5.156 2.815
C 1.115 4.161 1.690
S 1.744 5.115 0.252
C 1.612 3.924 -1.010
N 0.559 3.509 -1.640
N 1.008 2.570 -2.578
C 2.294 2.518 -2.435
O 2.754 3.331 -1.463
H -1.507 -2.771 -0.657
H -1.909 -4.326 -1.390
H -0.412 -3.512 -1.805
H -1.891 -1.639 -2.819
H -3.261 -2.742 -2.505
H -2.629 -4.182 -4.233
H -0.941 -3.867 -3.967
H -0.954 -1.868 -5.242
H -1.836 -3.094 -6.174
H -2.971 -0.793 -4.592
H -2.956 -0.961 -6.333
H -4.406 -2.900 -6.256
H -4.458 -2.861 -4.496
H -6.495 -1.976 -5.234
H -5.762 -0.956 -6.450
H -4.655 0.310 -4.475
H -6.383 0.511 -4.647
H -4.778 -1.184 -2.782
H -6.483 -1.494 -2.941
H -7.084 0.399 -1.802
H -5.808 1.389 -2.454
H -5.284 1.235 -0.187
H -5.697 -0.436 -0.037
H -3.494 0.240 -1.992
H -3.605 -1.101 -0.898
H -3.245 1.048 0.868
H -2.293 1.481 -0.539
H -0.801 0.209 0.772
H -1.362 -0.848 -0.556
H -3.234 -1.244 1.479
H -1.739 -3.060 0.042
H 0.434 -4.268 1.516
H -1.511 -3.029 4.149
H 0.450 -1.032 1.971
H 0.424 -1.732 3.469
H -2.163 -0.316 4.495
H -2.434 0.551 2.969
H 0.068 0.967 2.851
H 0.162 0.381 4.497
H -1.487 2.657 3.405
H -1.451 2.214 5.141
H 1.202 2.760 3.884
H 0.606 3.105 5.459
H 0.270 5.262 4.882
H -0.981 4.720 3.802
H 1.848 5.504 3.158
H 0.357 6.019 2.412
H 0.213 3.655 1.364
H 1.891 3.455 1.948
H 2.975 1.917 -3.003
C 3.791 -8.386 -2.855
O 3.467 -7.089 -3.377
P 3.914 -5.802 -2.581
O 5.193 -5.901 -1.880
O 2.681 -5.418 -1.637
C 2.438 -6.214 -0.473
O 3.797 -4.703 -3.694
C 4.212 -3.373 -3.345
H 3.678 -9.095 -3.670
H 4.817 -8.410 -2.492
H 3.105 -8.657 -2.052
H 3.355 -6.676 -0.107
H 1.703 -6.984 -0.709
H 2.036 -5.568 0.304
H 5.298 -3.318 -3.317
H 3.804 -3.082 -2.376
H 3.832 -2.700 -4.108
C 0.426 4.720 10.029
O -0.503 5.809 10.030
P -0.461 6.868 8.856
O -0.117 6.326 7.538
O 0.484 8.049 9.341
C 1.904 7.866 9.336
O -1.881 7.510 9.012
C -2.278 8.496 8.043
H 0.042 3.972 10.717
H 0.513 4.288 9.033
H 1.405 5.051 10.376
H 2.208 7.146 8.575
H 2.232 7.533 10.321
H 2.361 8.827 9.116
H -2.530 8.010 7.102
H -1.486 9.226 7.883
H -3.153 8.999 8.443
C 5.821 0.710 -7.779
O 5.188 0.674 -6.491
P 5.885 1.398 -5.271
O 6.599 2.632 -5.592
O 6.769 0.291 -4.545
C 8.014 -0.105 -5.135
O 4.668 1.523 -4.281
C 4.898 2.234 -3.055
H 5.068 0.441 -8.513
H 6.199 1.708 -7.994
H 6.635 -0.014 -7.823
H 8.443 0.701 -5.731
H 7.858 -0.988 -5.755
H 8.699 -0.352 -4.328
H 4.942 3.304 -3.248
H 5.823 1.907 -2.581
H 4.061 2.014 -2.397
```

---

Entry 4:
C17H28AuN4O6Se as an isolated structure. Source: the Open Molecules 2025 dataset; level of theory: wB97M-V/def2-TZVPD.

Values from the calculation:
- ΔE to the lowest compared entry with this formula, charge and spin: 0.000 eV
- Frontier orbital gap (alpha / beta): 6.64 / 6.43 eV
- E_HOMO (alpha / beta): -4.460 / -4.251 eV
- Net charge: -1

XYZ file:
```
57
C17H28AuN4O6Se | the Open Molecules 2025 dataset | wB97M-V/def2-TZVPD
Au -0.222 2.213 0.065
C 2.738 2.733 -0.707
N 1.996 1.761 0.108
C 2.239 0.413 -0.418
C 2.355 1.848 1.536
C 1.711 3.028 2.273
N 0.248 2.981 2.267
C -0.326 2.107 3.273
C -0.376 4.301 2.311
H 3.816 2.530 -0.634
H 2.522 3.748 -0.383
H 2.402 2.667 -1.739
H 3.310 0.170 -0.390
H 1.874 0.374 -1.445
H 1.682 -0.314 0.169
H 3.447 1.922 1.639
H 2.051 0.912 2.010
H 2.017 3.956 1.791
H 2.101 3.057 3.302
H -0.172 2.504 4.289
H 0.127 1.115 3.213
H -1.392 2.016 3.061
H -0.210 4.786 3.285
H -1.438 4.165 2.106
H 0.029 4.920 1.512
C -2.705 -4.324 -0.247
N -1.604 -3.541 0.311
N -1.300 -2.412 -0.464
C -1.155 -1.287 0.353
O -0.821 -0.200 -0.068
C -1.461 -1.761 1.694
C -1.754 -3.071 1.609
C -2.219 -3.994 2.682
C -0.655 -2.561 -1.719
C -0.605 -1.480 -2.592
C 0.076 -1.614 -3.794
C 0.669 -2.818 -4.146
C 0.602 -3.897 -3.273
C -0.045 -3.770 -2.054
H -2.464 -4.581 -1.275
H -3.642 -3.757 -0.230
H -2.810 -5.244 0.325
H -1.456 -1.152 2.582
H -2.165 -3.495 3.647
H -1.605 -4.895 2.717
H -3.255 -4.297 2.517
H -1.033 -0.516 -2.353
H 0.133 -0.736 -4.426
H 1.190 -2.915 -5.090
H 1.072 -4.838 -3.530
H -0.057 -4.590 -1.348
O -0.209 1.422 -2.939
Se -0.343 3.053 -3.045
O 0.801 3.689 -4.001
O 0.124 3.583 -1.453
O -1.833 3.565 -3.376
O -1.998 2.523 0.492
```

---

Entry 5:
C12H43HgO12 as an isolated structure. Source: the Open Molecules 2025 dataset; level of theory: wB97M-V/def2-TZVPD.

Values from the calculation:
- ΔE to the lowest compared entry with this formula, charge and spin: 0.926 eV
- Frontier orbital gap: 6.27 eV
- E_HOMO: -11.768 eV
- Net charge: +1

XYZ file:
```
68
C12H43HgO12 | the Open Molecules 2025 dataset | wB97M-V/def2-TZVPD
Hg -1.276 -2.540 -2.370
C -0.500 0.528 0.401
C -0.740 -0.664 -0.488
O -1.861 -0.783 -1.080
O 0.194 -1.490 -0.693
H -1.442 0.880 0.810
H 0.112 1.271 -0.105
H 0.098 0.188 1.251
C -2.111 3.603 2.503
O -2.931 3.751 3.649
H -2.230 4.329 1.696
H -1.073 3.571 2.857
H -2.118 2.633 1.986
H -2.358 4.018 4.367
C 1.333 3.266 4.011
O 1.416 2.674 2.723
H 2.275 3.086 4.540
H 1.188 4.336 3.881
H 0.545 2.864 4.660
H 1.655 1.742 2.856
C 2.023 -3.074 -2.961
O 0.665 -3.558 -3.040
H 2.382 -2.802 -3.952
H 2.110 -2.239 -2.279
H 2.663 -3.870 -2.572
H 0.646 -4.230 -3.732
C -1.807 2.177 -3.273
O -0.403 2.119 -2.964
H -2.327 1.337 -2.814
H -2.259 3.144 -3.054
H -1.875 2.048 -4.355
H -0.379 1.867 -2.035
C -0.941 -4.442 0.528
O -1.744 -3.921 -0.553
H -0.699 -5.479 0.301
H -0.069 -3.816 0.676
H -1.516 -4.455 1.455
H -2.674 -3.975 -0.307
C 3.260 1.101 -0.665
O 2.372 0.418 -1.564
H 2.753 1.234 0.294
H 4.164 0.514 -0.503
H 3.495 2.078 -1.072
H 2.093 -0.378 -1.103
C 1.728 -0.684 4.505
O 2.417 0.123 3.563
H 2.316 -1.590 4.704
H 1.530 -0.115 5.404
H 0.791 -1.097 4.106
H 2.413 -0.340 2.710
C -0.448 -0.736 -5.127
O -0.371 -0.745 -3.691
H 0.556 -0.835 -5.547
H -1.059 -1.572 -5.463
H -0.893 0.191 -5.487
H 0.087 0.065 -3.393
C 2.946 -2.668 1.288
O 2.211 -1.445 1.223
H 4.006 -2.456 1.431
H 2.570 -3.315 2.082
H 2.907 -3.199 0.331
H 1.567 -1.536 0.498
C -4.236 2.107 -0.303
O -5.637 2.191 -0.414
H -3.836 1.317 -0.943
H -3.692 3.028 -0.529
H -3.974 1.778 0.710
H -6.005 2.472 0.425
```

---

Entry 6:
C9H25O4S3Sn as an isolated structure. Source: the Open Molecules 2025 dataset; level of theory: wB97M-V/def2-TZVPD.

Values from the calculation:
- ΔE to the lowest compared entry with this formula, charge and spin: 0.000 eV
- Frontier orbital gap: 5.78 eV
- E_HOMO: -10.771 eV
- Net charge: +1

XYZ file:
```
42
C9H25O4S3Sn | the Open Molecules 2025 dataset | wB97M-V/def2-TZVPD
Sn -13.205 -6.925 -7.302
C -9.032 -7.586 -10.139
C -10.057 -8.551 -9.529
C -9.425 -9.439 -8.419
O -11.189 -7.848 -9.157
H -8.584 -6.840 -9.479
H -9.301 -7.102 -11.077
H -8.144 -8.184 -10.373
H -10.267 -9.257 -10.344
H -10.151 -10.157 -8.030
H -9.065 -8.815 -7.598
H -8.615 -10.089 -8.755
C -9.405 -6.593 -5.421
S -9.698 -5.677 -7.022
O -11.101 -5.055 -6.843
C -8.621 -4.253 -6.797
H -8.395 -6.560 -5.016
H -9.775 -7.605 -5.591
H -10.024 -6.232 -4.597
H -8.903 -3.479 -7.509
H -7.578 -4.566 -6.774
H -8.779 -3.750 -5.840
C -13.597 -11.029 -8.625
S -15.074 -10.003 -8.989
O -15.229 -8.963 -7.894
C -14.256 -9.096 -10.383
H -12.704 -10.429 -8.805
H -13.623 -11.800 -9.395
H -13.569 -11.330 -7.581
H -13.238 -8.763 -10.166
H -14.954 -8.275 -10.546
H -14.140 -9.633 -11.325
C -11.715 -10.014 -3.423
S -11.993 -10.590 -5.138
O -12.250 -9.431 -6.064
C -10.313 -11.299 -5.385
H -10.744 -9.527 -3.335
H -11.652 -10.922 -2.824
H -12.565 -9.389 -3.161
H -9.628 -10.462 -5.522
H -10.122 -12.014 -6.184
H -10.115 -11.875 -4.481
```

---

Entry 7:
A 7-piece molecular cluster, C39H58F7NO21 overall. Source: the Open Molecules 2025 dataset; level of theory: wB97M-V/def2-TZVPD.

Values from the calculation:
- SMILES: CCCC[C@H]1NC(=O)[C@H](O)[C@]1(CCCOC)C(F)(F)C(F)(F)C(F)(F)F.C[C@@H]1COC(=O)O1.C[C@@H]1COC(=O)O1.C[C@@H]1COC(=O)O1.C[C@@H]1COC(=O)O1.C[C@@H]1COC(=O)O1.C[C@@H]1COC(=O)O1
- Frontier orbital gap: 9.63 eV
- E_HOMO: -9.589 eV
- Net charge: 0

XYZ file:
```
126
C39H58F7NO21 | the Open Molecules 2025 dataset | wB97M-V/def2-TZVPD
C -1.400 4.871 1.024
C -1.287 3.343 1.688
C -2.711 2.948 2.472
C -3.511 1.735 1.708
C -4.633 2.218 0.625
N -3.756 2.732 -0.529
C -4.667 2.909 -1.725
O -4.453 3.660 -2.826
C -6.000 1.946 -1.406
O -7.060 2.944 -1.442
C -5.658 1.080 -0.050
C -4.809 -0.165 -0.779
C -4.162 -1.255 0.227
C -2.604 -1.610 -0.266
O -2.314 -3.057 -0.152
C -1.185 -3.300 0.762
C -6.827 0.440 0.873
F -6.345 -0.144 2.182
F -7.425 -0.742 0.144
C -8.084 1.387 1.297
F -8.854 0.551 2.303
F -9.107 1.591 0.203
C -7.719 2.753 2.123
F -7.530 3.969 1.306
F -6.589 2.639 3.073
F -8.931 3.035 2.983
H -2.505 5.260 1.169
H -0.624 5.586 1.534
H -1.209 4.774 -0.135
H -0.387 3.357 2.470
H -1.009 2.576 0.842
H -3.410 3.899 2.624
H -2.356 2.542 3.537
H -2.683 1.135 1.091
H -3.889 0.991 2.532
H -5.101 3.213 1.024
H -3.625 3.736 -0.246
H -5.984 1.224 -2.350
H -6.692 3.876 -1.449
H -3.918 0.248 -1.458
H -5.506 -0.759 -1.545
H -4.729 -2.300 0.189
H -4.073 -0.962 1.352
H -2.398 -1.313 -1.380
H -1.912 -0.942 0.440
H -0.628 -4.285 0.430
H -1.642 -3.463 1.833
H -0.378 -2.451 0.787
C 1.605 -4.498 -3.564
C 0.795 -3.424 -2.865
C -0.553 -3.200 -3.479
O -0.816 -1.846 -3.159
C 0.398 -1.233 -3.039
O 0.562 -0.029 -2.974
O 1.411 -2.154 -3.006
H 2.529 -4.694 -3.009
H 1.044 -5.433 -3.641
H 1.905 -4.178 -4.567
H 0.714 -3.647 -1.794
H -1.318 -3.853 -3.051
H -0.563 -3.308 -4.570
C 3.530 1.757 -1.191
C 2.517 2.055 -0.104
C 3.116 2.122 1.268
O 2.031 1.750 2.097
C 1.224 0.948 1.342
O 0.308 0.277 1.781
O 1.583 0.994 0.021
H 3.058 1.829 -2.177
H 4.368 2.460 -1.158
H 3.917 0.736 -1.103
H 1.962 2.971 -0.344
H 3.466 3.128 1.518
H 3.935 1.411 1.426
C 5.505 -8.770 -5.466
C 4.695 -7.697 -4.768
C 3.347 -7.472 -5.382
O 3.084 -6.119 -5.062
C 4.298 -5.506 -4.942
O 4.462 -4.301 -4.877
O 5.311 -6.427 -4.908
H 6.429 -8.967 -4.911
H 4.944 -9.706 -5.544
H 5.805 -8.450 -6.470
H 4.614 -7.919 -3.697
H 2.582 -8.126 -4.953
H 3.337 -7.580 -6.473
C 4.056 -4.429 2.586
C 4.585 -3.037 2.868
C 3.529 -2.080 3.331
O 4.039 -0.829 2.906
C 4.824 -1.081 1.818
O 5.260 -0.227 1.066
O 5.054 -2.423 1.679
H 4.885 -5.108 2.359
H 3.507 -4.828 3.444
H 3.400 -4.433 1.709
H 5.420 -3.086 3.579
H 3.402 -2.096 4.417
H 2.554 -2.238 2.857
C -2.210 5.112 -3.853
C -1.257 6.233 -3.492
C -0.734 6.979 -4.682
O 0.519 7.452 -4.224
C 0.939 6.571 -3.268
O 2.063 6.541 -2.801
O -0.072 5.721 -2.907
H -2.643 4.677 -2.946
H -3.027 5.472 -4.487
H -1.688 4.300 -4.371
H -1.727 6.913 -2.769
H -1.381 7.814 -4.965
H -0.567 6.345 -5.560
C 4.375 2.217 7.940
C 4.713 0.767 7.655
C 5.140 0.521 6.240
O 4.768 -0.829 6.035
C 3.717 -1.072 6.872
O 3.007 -2.060 6.823
O 3.562 -0.053 7.774
H 4.177 2.355 9.008
H 5.194 2.881 7.652
H 3.465 2.523 7.412
H 5.464 0.406 8.368
H 6.218 0.649 6.104
H 4.613 1.142 5.507
```

---

Entry 8:
C3H5Li2O4 as an isolated structure. Source: the Open Molecules 2025 dataset; level of theory: wB97M-V/def2-TZVPD.

Values from the calculation:
- ΔE to the lowest compared entry with this formula, charge and spin: 0.000 eV
- Frontier orbital gap (alpha / beta): 9.54 / 8.73 eV
- Spin multiplicity: 2
- E_HOMO (alpha / beta): -9.529 / -9.477 eV
- <S²>: 0.753
- Net charge: 0

XYZ file:
```
14
C3H5Li2O4 | the Open Molecules 2025 dataset | wB97M-V/def2-TZVPD
O -0.223 -0.348 1.152
O 1.904 0.032 1.327
C 0.788 0.530 1.020
O 0.724 1.520 0.266
C -1.522 -0.119 0.616
C -1.618 -0.611 -0.812
H -2.182 -0.709 1.266
H -1.798 0.940 0.694
H -1.041 -1.535 -0.948
H -2.659 -0.867 -1.054
H -1.345 0.191 -1.511
O 3.558 0.214 -1.322
Li 2.721 -0.946 -0.108
Li 2.694 1.706 -0.586
```